Record 1
A single C9H11N3 molecule at a distorted geometry, computed with ωB97M-V with the def2-TZVPD basis set.

Element x y z (Å)
1 N 2.976 -0.867 -0.382
2 H 2.011 0.625 1.339
3 H -4.551 -1.495 0.876
4 H 3.307 0.949 -1.485
5 H 4.126 0.725 0.152
6 C -0.178 0.043 0.539
7 C 0.540 0.992 -0.105
8 N -1.997 1.016 -0.448
9 H 3.516 -2.695 -0.788
10 H 0.304 -0.691 1.277
11 C -3.857 -0.750 0.510
12 H -0.172 1.513 -0.710
13 H 2.248 2.177 0.404
14 C -4.257 0.178 -0.511
15 C 3.112 0.538 -0.449
16 N 3.672 -1.675 -1.045
17 H -3.648 2.043 -1.383
18 C -1.599 0.017 0.316
19 H -2.189 -1.613 1.455
20 C -3.266 1.157 -0.828
21 H -5.248 0.296 -0.907
22 C -2.521 -0.888 0.746
23 C 1.956 1.125 0.333

strongest force on any atom	0.0861	hartree/bohr
LUMO level	0.452	eV
HOMO-LUMO gap	8.9	eV
SMILES	[H]/N=N/CC/C=C/c1ccccn1
relative energy (zero: lowest compared OMol25 entry of this formula, charge and spin)	408.2	kJ/mol

Atomic partial charges in e from the Mulliken method, atoms 1 to 6: number 1, N, carries 0.317; number 2, H, carries 0.276; number 3, H, carries 0.384; number 4, H, carries 0.387; number 5, H, carries 0.254; number 6, C, carries -0.580

Record 2
A single C9H11N3O2 molecule at a distorted geometry, computed with ωB97M-V with the def2-TZVPD basis set.

Element x y z (Å)
1 H 0.927 0.489 -2.294
2 O 0.308 2.954 -1.386
3 H 1.805 -3.197 0.901
4 H 0.001 -0.867 -3.008
5 N 0.818 -1.783 -0.281
6 N -0.038 -2.335 1.638
7 H -1.736 0.317 -1.003
8 H 1.877 0.603 1.083
9 H -0.726 0.801 -3.012
10 C -0.814 -0.205 -1.085
11 H 2.146 2.204 0.175
12 C -0.404 0.968 1.662
13 C -0.503 2.375 -0.396
14 H -0.233 -2.951 2.463
15 C -0.139 0.073 -2.438
16 H -1.936 -1.814 1.252
17 O -1.660 2.691 -0.347
18 H -1.453 -0.412 2.943
19 C 0.938 -2.557 0.754
20 C -0.351 -1.132 -0.224
21 H 1.226 2.492 -1.444
22 C -0.867 -0.157 2.066
23 C -0.926 -1.372 1.094
24 C 0.151 1.481 0.529
25 N 1.590 1.334 0.357

strongest force on any atom	0.1418	hartree/bohr
LUMO level (spin up / spin down)	0.463 / -2.204	eV
HOMO-LUMO gap (spin up / spin down)	6.3 / 5.8	eV
spin multiplicity	3
relative energy (zero: lowest compared OMol25 entry of this formula, charge and spin)	87.0	kJ/mol

Atomic partial charges in e from the Mulliken method, atoms 1 to 6: number 1, H, carries 0.113; number 2, O, carries -0.573; number 3, H, carries 0.451; number 4, H, carries 0.389; number 5, N, carries -0.650; number 6, N, carries -0.220

Record 3
C9H11N4O2SV as an isolated structure, computed with ωB97M-V with the def2-TZVPD basis set.

Element x y z (Å)
1 C -1.794 1.216 -1.903
2 H 0.057 1.454 2.814
3 C -1.350 3.329 -0.878
4 C -0.414 1.304 -0.018
5 O 1.488 0.281 -2.428
6 C -1.985 2.597 -1.860
7 H -0.057 3.229 0.850
8 H 1.421 0.323 2.809
9 C 0.870 1.040 2.207
10 C 0.096 -2.976 1.243
11 S -1.126 -3.024 -0.025
12 H -0.150 -4.905 1.778
13 C -0.549 2.667 0.067
14 C 1.793 -0.835 -2.703
15 H 1.539 1.872 1.969
16 H -2.623 3.066 -2.597
17 H -2.273 0.618 -2.672
18 H 2.489 -1.236 -3.446
19 O 1.130 -1.858 -1.986
20 N 0.339 -4.033 1.958
21 C 0.317 0.483 0.959
22 H 1.470 -1.673 2.124
23 N 0.743 -1.812 1.428
24 N 0.352 -0.777 0.607
25 H -1.470 4.405 -0.828
26 V -0.293 -1.286 -1.179
27 N -1.031 0.586 -1.006
28 H 1.011 -4.054 2.719

strongest force on any atom	0.0094	hartree/bohr
LUMO level (spin up / spin down)	-13.920 / -13.366	eV
HOMO-LUMO gap (spin up / spin down)	7.0 / 7.6	eV
spin multiplicity	2
net charge	+3

Atomic partial charges in e from the Mulliken method, atoms 1 to 6: number 1, C, carries 0.011; number 2, H, carries 0.424; number 3, C, carries -0.523; number 4, C, carries 0.917; number 5, O, carries -0.340; number 6, C, carries -0.657

Record 4
A 2-piece molecular cluster, C9H11N6 overall at a distorted geometry, computed with ωB97M-V with the def2-TZVPD basis set.

Element x y z (Å)
1 C 2.758 0.722 0.140
2 H 5.785 0.005 0.310
3 H -3.247 -1.445 2.060
4 N 4.899 0.439 0.343
5 H 2.731 2.715 1.155
6 N 0.240 0.622 0.007
7 H 4.283 -2.161 -0.343
8 H -2.347 1.983 -1.971
9 N -2.108 1.462 -1.150
10 C -4.824 -0.475 1.066
11 C -3.510 -0.709 1.341
12 H -6.245 0.818 -0.007
13 C -5.148 0.528 0.094
14 C 3.331 1.852 0.802
15 N -2.620 -0.098 0.507
16 H -5.603 -1.070 1.676
17 H -1.555 -0.256 0.525
18 H -1.176 1.531 -0.937
19 N 4.633 1.675 0.853
20 N -4.249 1.274 -0.438
21 H 4.240 -1.180 -1.899
22 C 3.654 -1.470 -0.929
23 C 3.802 -0.145 -0.139
24 C 1.401 0.570 0.056
25 C -2.989 0.884 -0.335
26 H 2.665 -1.842 -0.974

strongest force on any atom	0.1204	hartree/bohr
LUMO level (spin up / spin down)	-3.036 / -7.387	eV
HOMO-LUMO gap (spin up / spin down)	6.8 / 5.2	eV
spin multiplicity	3
net charge	+1
relative energy (zero: lowest compared OMol25 entry of this formula, charge and spin)	0.0	kJ/mol

Atomic partial charges in e from the Mulliken method, atoms 1 to 6: number 1, C, carries 0.346; number 2, H, carries 0.191; number 3, H, carries 0.413; number 4, N, carries 0.321; number 5, H, carries 0.421; number 6, N, carries -0.593

Record 5
A 2-piece molecular cluster, C9H11NO overall at a distorted geometry, computed with ωB97M-V with the def2-TZVPD basis set.

Element x y z (Å)
1 H -0.706 3.129 -0.885
2 H -2.898 0.195 -0.048
3 H -0.648 2.155 -2.383
4 C 2.191 -1.068 1.769
5 H -0.013 -1.671 -1.253
6 C -0.856 1.044 -0.306
7 N -2.210 0.993 -0.221
8 H 3.390 -0.706 0.075
9 C -0.061 -0.080 1.671
10 O -2.427 1.899 -1.264
11 C 0.149 0.404 0.362
12 H -1.057 0.013 2.048
13 C 1.456 0.258 -0.113
14 C -1.030 -1.704 -1.715
15 C -0.956 2.173 -1.319
16 H -1.215 -1.750 -2.787
17 H -1.749 -2.099 -0.994
18 H 2.980 -1.666 1.986
19 C 2.453 -0.453 0.567
20 H 0.605 -1.007 3.435
21 H 1.678 0.745 -1.019
22 C 0.922 -0.804 2.393

strongest force on any atom	0.0746	hartree/bohr
LUMO level (spin up / spin down)	-0.848 / -1.388	eV
HOMO-LUMO gap (spin up / spin down)	4.8 / 3.6	eV
relative energy (zero: lowest compared OMol25 entry of this formula, charge and spin)	845.5	kJ/mol

Atomic partial charges in e from the Mulliken method, atoms 1 to 6: number 1, H, carries 0.257; number 2, H, carries 0.347; number 3, H, carries 0.294; number 4, C, carries -0.374; number 5, H, carries 0.115; number 6, C, carries -0.201

Record 6
C9H11NO as an isolated structure at a distorted geometry, computed with ωB97M-V with the def2-TZVPD basis set.

Element x y z (Å)
1 H 3.171 1.946 0.169
2 C 2.926 -1.257 -0.165
3 C 0.070 0.832 -0.056
4 C 3.656 -0.120 -0.073
5 O -0.268 -2.844 -0.267
6 C 2.766 1.004 0.002
7 H -0.149 1.353 -0.922
8 H 4.723 0.036 -0.298
9 C -1.837 -0.376 -1.144
10 H -0.162 1.513 0.766
11 N 1.621 -0.928 -0.113
12 C -0.825 -0.470 0.077
13 H -2.721 0.224 -0.777
14 H -2.221 -1.348 -1.564
15 C 1.488 0.438 0.029
16 H -1.145 -0.669 2.259
17 H -2.357 -1.295 1.158
18 H -1.274 0.187 -1.915
19 H 3.271 -2.236 -0.410
20 C -1.614 -0.436 1.310
21 C -0.059 -1.696 -0.133
22 H -2.147 0.501 1.600

strongest force on any atom	0.0779	hartree/bohr
LUMO level	0.669	eV
HOMO-LUMO gap	8.5	eV
relative energy (zero: lowest compared OMol25 entry of this formula, charge and spin)	210.1	kJ/mol

Atomic partial charges in e from the Mulliken method, atoms 1 to 6: number 1, H, carries 0.482; number 2, C, carries -0.341; number 3, C, carries -1.249; number 4, C, carries -0.603; number 5, O, carries -0.443; number 6, C, carries -0.706

Record 7
A single C9H11NO2 molecule at a distorted geometry, computed with ωB97M-V with the def2-TZVPD basis set.

Element x y z (Å)
1 H 3.661 1.061 1.826
2 H -0.403 2.028 1.139
3 C 2.684 0.748 1.578
4 H 1.847 2.612 1.953
5 C -1.243 -0.516 0.309
6 O 0.575 -0.312 -2.167
7 H 0.849 -0.067 -1.156
8 H -1.395 1.118 -1.105
9 H 3.215 -1.326 1.165
10 N -3.000 -0.110 -1.271
11 O -1.184 -1.237 -3.175
12 C 0.361 1.222 1.183
13 H -2.059 -0.138 0.961
14 C -0.757 -0.596 -2.242
15 C 1.592 1.604 1.583
16 H 0.999 -2.012 0.614
17 C -1.577 0.023 -1.100
18 H -3.270 0.301 -2.148
19 H -3.251 -1.102 -1.263
20 C 1.142 -1.001 0.911
21 C 2.459 -0.574 1.302
22 C 0.115 -0.113 0.796
23 H -1.359 -1.613 0.305

strongest force on any atom	0.0688	hartree/bohr
LUMO level	0.726	eV
HOMO-LUMO gap	10.3	eV
SMILES	N[C@@H](Cc1ccccc1)C(=O)O
relative energy (zero: lowest compared OMol25 entry of this formula, charge and spin)	63.7	kJ/mol

Atomic partial charges in e from the Mulliken method, atoms 1 to 6: number 1, H, carries 0.440; number 2, H, carries 0.330; number 3, C, carries -0.545; number 4, H, carries 0.317; number 5, C, carries -0.959; number 6, O, carries -0.563

Record 8
A single C9H11NO2 molecule at a distorted geometry, computed with ωB97M-V with the def2-TZVPD basis set.

Element x y z (Å)
1 H -0.088 -0.229 1.873
2 C 0.012 -2.253 0.706
3 H 0.268 -2.420 -0.360
4 N 1.248 -0.162 0.261
5 C 3.209 0.592 -0.493
6 C 2.556 -0.534 -0.041
7 H -4.365 0.245 0.138
8 C -0.187 1.794 -0.028
9 H 2.384 2.603 -0.757
10 H -1.016 -0.109 -0.847
11 H -3.073 -0.700 -0.563
12 C -3.496 0.249 -0.460
13 C 2.317 1.661 -0.368
14 C -1.224 0.818 -0.292
15 H 0.483 -2.962 1.316
16 O -2.469 0.992 0.123
17 H -3.695 0.684 -1.459
18 O -0.429 2.943 0.150
19 C 0.261 -0.797 1.002
20 H -1.079 -2.568 0.908
21 H 4.220 0.496 -0.878
22 H 3.069 -1.516 0.021
23 C 1.093 1.174 0.049

strongest force on any atom	0.0619	hartree/bohr
LUMO level (spin up / spin down)	-0.072 / 0.152	eV
HOMO-LUMO gap (spin up / spin down)	7.5 / 7.6	eV
relative energy (zero: lowest compared OMol25 entry of this formula, charge and spin)	496.4	kJ/mol

Atomic partial charges in e from the Mulliken method, atoms 1 to 6: number 1, H, carries 0.480; number 2, C, carries -1.325; number 3, H, carries 0.359; number 4, N, carries 0.207; number 5, C, carries -0.462; number 6, C, carries -0.302

Record 9
C9H11NO4Sr as an isolated structure at a distorted geometry, computed with ωB97M-V with the def2-TZVPD basis set.

Element x y z (Å)
1 C -0.647 -1.147 2.330
2 O -2.708 -1.584 -4.583
3 H -1.622 -1.220 1.829
4 H 0.483 0.211 3.548
5 H -0.352 2.314 2.682
6 Sr -0.081 -0.071 -2.911
7 C 0.698 1.430 1.057
8 C -0.070 1.898 -4.231
9 H 0.371 -2.629 1.157
10 H -1.268 0.355 3.709
11 C -1.763 -1.039 -4.230
12 O 0.397 0.969 -1.257
13 H 1.454 -1.381 1.802
14 C 0.491 0.484 -0.084
15 C 1.623 -1.041 -4.228
16 H 0.221 -1.450 -0.750
17 H -0.645 -1.887 3.138
18 C -0.458 1.427 2.054
19 O -0.070 2.979 -4.583
20 C -0.459 0.216 2.985
21 N 0.369 -0.857 0.080
22 O 2.567 -1.586 -4.580
23 C 0.464 -1.565 1.369
24 H 1.658 1.223 1.556
25 H 0.765 2.434 0.619
26 H -1.417 1.519 1.523

strongest force on any atom	0.1511	hartree/bohr
LUMO level	-8.621	eV
HOMO-LUMO gap	8.6	eV
net charge	+2
relative energy (zero: lowest compared OMol25 entry of this formula, charge and spin)	257.6	kJ/mol

Atomic partial charges in e from the Mulliken method, atoms 1 to 6: number 1, C, carries -0.536; number 2, O, carries 0.052; number 3, H, carries 0.291; number 4, H, carries 0.323; number 5, H, carries 0.362; number 6, Sr, carries 2.392